This record from the Open Molecules 2025 dataset describes a molecular structure, C5H8N2O3S at a distorted geometry. The level of theory is ωB97M-V/def2-TZVPD.

The geometry in XYZ format:
```
19
Properties=species:S:1:pos:R:3:forces:R:3
C -3.330 -1.662 -0.222 0.0212 0.2391 -0.1730
C -1.463 -0.300 -0.016 1.0959 0.4900 0.2933
C -0.033 -0.052 0.207 0.1345 0.9267 0.1001
C 2.184 -0.687 0.678 -0.1330 0.3942 0.3113
C 2.926 -0.397 -0.622 -0.0844 -0.6049 -0.0405
H -3.834 -1.143 0.613 0.1408 -0.2674 -0.4149
H -3.520 -2.732 -0.212 -0.1226 0.0874 0.0502
H -3.641 -1.224 -1.188 0.0510 -0.1580 0.5034
H 2.630 -1.532 1.202 -0.0156 -0.0197 -0.1774
H 2.184 0.176 1.364 0.1512 -0.1763 -0.3358
H 2.451 0.434 -1.164 0.1962 -0.1644 0.1510
H 2.879 -1.303 -1.260 0.0523 0.5019 0.2804
H 4.369 0.769 -0.073 0.1421 -0.1944 -0.0067
N -2.161 0.785 -0.112 0.2001 0.0637 -0.2460
N 0.294 1.219 0.225 -0.8927 -0.8308 -0.2254
O -1.905 -1.545 -0.078 -0.4768 -0.1410 0.0447
O 0.825 -1.054 0.422 -0.3796 -0.1419 -0.1768
O 4.296 -0.160 -0.323 -0.2123 0.4039 -0.1438
S -1.117 2.074 -0.024 0.1318 -0.4083 0.2060
```
Forces are in eV/Å.

Calculated values
Max |F|: 1.2 eV/A
HOMO level: -8.6 eV

=====

This record from the Open Molecules 2025 dataset describes 4 unconnected molecules or ions with the total composition C4H16N2O4 at a distorted geometry. The level of theory is ωB97M-V/def2-TZVPD.

The geometry in XYZ format:
```
26
Properties=species:S:1:pos:R:3:forces:R:3
C 0.121 2.266 0.356 0.0144 0.7109 1.3377
C 0.033 0.866 1.007 0.1890 0.8242 -1.3093
N -0.636 0.840 2.296 -0.1447 0.1005 0.6320
C 1.458 0.224 1.059 -1.1035 -0.1272 1.5776
C 1.863 -0.072 -0.340 -0.3163 -0.2780 -2.0579
N 1.232 -1.166 -0.882 -0.4043 -0.5744 0.6908
O 2.515 0.637 -1.089 0.4053 0.1392 0.8505
H 0.061 2.979 1.183 0.0047 0.1817 0.0872
H -0.760 2.498 -0.256 0.5581 -0.1650 -0.2833
H 1.102 2.479 -0.076 -0.4247 -0.2047 -0.6302
H -0.629 0.346 0.295 0.4499 -0.6285 0.5212
H -1.527 1.319 2.211 -0.2215 -0.3709 -0.2362
H -0.182 1.429 2.997 0.4554 -0.2885 -0.2898
H 2.158 0.864 1.626 -0.2379 -0.0835 -0.6424
H 1.333 -0.693 1.663 0.3288 0.1736 -0.4294
H 1.420 -1.504 -1.809 0.2892 0.3411 -0.0702
H 0.555 -1.702 -0.360 0.1780 -0.0076 0.1974
O -0.547 -2.644 1.973 -0.9064 -0.9806 -0.8865
H -0.478 -1.724 2.192 0.4891 0.6999 0.5639
H 0.236 -3.165 2.141 0.3556 0.4664 0.3201
O -3.147 -1.601 -1.951 0.7637 0.1315 -0.0488
H -2.879 -0.832 -2.480 -0.1174 -0.1909 0.1058
H -2.281 -1.984 -1.725 -0.5804 0.0907 -0.0700
O -0.690 -0.001 -3.226 0.4249 -0.0959 1.0467
H 0.112 0.146 -2.680 -0.6593 -0.0237 -0.4974
H -0.440 0.195 -4.123 0.2104 0.1597 -0.4798
```
Forces are in eV/Å.

Calculated values
Max |F|: 2.1 eV/A
SMILES: C[C@H](N)CC(N)=O.O.O.O
HOMO level: -10.1 eV

=====

This record from the Open Molecules 2025 dataset describes a molecular structure, C30H31N6O8P4Se3V at a distorted geometry. The level of theory is ωB97M-V/def2-TZVPD.

The geometry in XYZ format:
```
83
Properties=species:S:1:pos:R:3:forces:R:3
V 0.335 -2.629 -0.038 -0.9006 -1.8328 -1.3811
Se 0.118 4.138 -2.013 0.0091 -0.0053 -0.0579
P 1.153 3.206 -0.436 -0.0992 0.2806 0.0428
C 0.546 3.844 1.163 0.0440 -0.1099 -0.1332
C -0.821 3.735 1.399 0.0879 0.0807 0.0020
C -1.379 4.275 2.544 -0.0421 0.0605 -0.0896
C -0.570 4.936 3.458 -0.0175 0.0520 0.0295
C 0.792 5.050 3.226 0.0093 0.0340 0.0271
C 1.354 4.513 2.076 -0.0439 -0.1155 0.0083
C 2.944 3.532 -0.425 -0.1177 -0.1047 0.0956
C 3.745 2.962 0.563 0.0763 0.0929 -0.0738
C 5.106 3.207 0.571 -0.0222 -0.0290 0.0749
C 5.671 4.015 -0.408 0.0628 0.0290 -0.0568
C 4.876 4.576 -1.394 0.0378 -0.0249 0.0153
C 3.508 4.334 -1.403 -0.0536 0.0296 0.0292
C 1.091 1.404 -0.410 0.1319 -0.1628 0.1102
C 0.191 0.350 -0.159 0.3122 -0.0746 -0.2896
N 0.883 -0.800 -0.392 0.6526 2.6084 -0.1111
N 2.103 -0.456 -0.781 0.1389 0.1052 -0.1245
N 2.250 0.841 -0.797 -0.0225 -0.1955 -0.0976
P -1.568 0.134 0.033 0.0301 0.4792 0.0999
Se -2.042 -1.847 -0.663 -0.3479 0.1487 -0.2142
C -2.291 1.334 -1.130 0.0171 -0.0840 0.0308
C -1.912 1.130 -2.458 -0.0686 0.0314 0.0389
C -2.409 1.945 -3.457 0.0017 -0.0160 0.0324
C -3.290 2.969 -3.136 -0.0216 -0.0187 -0.0511
C -3.678 3.167 -1.822 -0.0622 0.0684 0.0295
C -3.184 2.350 -0.815 0.0161 -0.0803 -0.0340
C -2.014 0.625 1.716 0.0251 -0.1362 -0.1613
C -3.357 0.763 2.058 0.0701 -0.0525 -0.0118
C -3.700 1.190 3.330 -0.0817 0.0430 0.0033
C -2.709 1.447 4.267 0.0598 -0.0084 -0.0095
C -1.376 1.245 3.945 -0.0244 -0.0243 0.0677
C -1.024 0.836 2.670 -0.0295 -0.0467 -0.0278
H -1.437 3.244 0.659 -0.0482 0.0840 0.0458
H -2.443 4.186 2.719 -0.0021 -0.0300 0.0141
H -1.006 5.378 4.345 0.0025 -0.0359 0.0324
H 1.423 5.570 3.936 -0.0079 0.0152 -0.0001
H 2.413 4.622 1.891 -0.0052 0.0334 0.0226
H 3.304 2.317 1.313 0.0183 -0.0365 -0.0003
H 5.730 2.759 1.333 -0.0002 -0.0061 0.0025
H 6.738 4.195 -0.407 0.0089 0.0074 0.0046
H 5.320 5.192 -2.165 -0.0050 0.0140 0.0019
H 2.871 4.758 -2.170 -0.0148 -0.0101 0.0038
H -1.229 0.322 -2.692 0.0020 0.0225 -0.0571
H -2.100 1.788 -4.481 0.0028 0.0123 -0.0108
H -3.671 3.616 -3.916 -0.0114 0.0132 0.0003
H -4.363 3.967 -1.574 -0.0010 0.0021 0.0069
H -3.497 2.506 0.210 0.0086 0.0380 -0.0117
H -4.120 0.515 1.330 -0.0563 0.0444 0.0386
H -4.742 1.312 3.595 -0.0069 -0.0262 -0.0020
H -2.979 1.785 5.260 -0.0084 -0.0330 0.0154
H -0.608 1.399 4.691 0.0145 0.0055 -0.0107
H 0.013 0.655 2.416 0.0089 0.0683 0.0088
C 1.903 -4.831 -3.327 0.0345 0.0731 0.0123
C 1.470 -4.227 -2.004 0.6673 -0.5433 0.6163
O 0.491 -3.198 -2.175 -0.2694 -0.3048 0.1622
P 2.874 -3.525 -1.029 1.4781 -0.1999 -0.4913
O 3.990 -4.637 -0.985 -0.2813 -0.0297 -0.0794
O 3.571 -2.391 -1.850 -0.2375 0.1217 0.0961
O 2.381 -3.120 0.318 -0.3658 0.2652 -0.3822
P 0.906 -5.466 -0.730 -0.5893 -1.2979 -0.2229
O 0.034 -6.531 -1.622 0.0755 0.1867 0.1243
O 2.084 -6.234 -0.221 0.2326 0.0834 -0.1727
O -0.022 -4.750 0.195 -0.1491 0.1369 -0.3076
H 2.366 -4.064 -3.950 0.0065 -0.0016 -0.0078
H 1.037 -5.238 -3.849 -0.0122 -0.0145 0.0368
H 2.628 -5.627 -3.156 -0.0066 -0.0112 -0.0333
H -0.398 -3.618 -2.223 0.1007 0.2042 -0.1078
H 3.536 -5.418 -0.555 0.0450 -0.0702 -0.0685
H 3.160 -1.524 -1.510 -0.0449 0.0693 -0.0280
H 0.638 -7.254 -1.838 -0.1381 0.0228 0.0483
N -3.353 -6.353 -1.383 0.0397 -0.2188 0.0990
C -2.965 -5.095 -0.978 -0.0477 0.4690 -0.5464
N -3.335 -4.751 0.280 0.1269 0.0601 0.1093
O -2.450 -4.306 -1.773 -0.0358 -0.5160 0.1301
H -3.418 -7.057 -0.667 -0.0114 -0.0464 -0.0182
H -2.887 -6.660 -2.218 0.1493 0.0110 -0.0468
H -3.467 -5.473 0.965 -0.0015 0.0050 0.0516
H -2.941 -3.886 0.622 0.0460 -0.0155 0.0794
Se -1.866 -2.482 4.070 -0.5839 -0.1539 0.7541
C -0.799 -2.399 2.688 0.7458 0.1619 -0.9247
N -0.129 -2.295 1.730 -0.7000 0.3491 3.1997
```
Forces are in eV/Å.

Calculated values
Max |F|: 3.3 eV/A
Charge: -1
Multiplicity: 2
HOMO level (spin up / spin down): -3.6 / -3.1 eV

=====

This record from the Open Molecules 2025 dataset describes C5H7NOS in the gas phase at a distorted geometry. The level of theory is ωB97M-V/def2-TZVPD.

The geometry in XYZ format:
```
15
Properties=species:S:1:pos:R:3:forces:R:3
C 0.968 -1.064 2.885 0.0226 -0.5449 0.5299
C 0.908 -0.503 1.687 -0.2942 0.2915 -0.4123
C -0.210 -0.749 0.688 -0.0881 -1.6432 -0.1167
C 0.307 -1.355 -0.654 -0.3478 0.5770 -0.0004
N 0.589 -0.227 -1.498 0.2018 0.5478 0.0112
C -0.162 0.907 -1.356 0.1653 0.0093 -0.3180
O -0.158 1.832 -2.138 -0.3428 -0.4404 0.8166
S -1.140 0.737 0.183 0.5523 0.1614 -0.4136
H 0.245 -1.814 3.257 0.2672 0.6480 -0.3663
H 1.794 -0.841 3.565 -0.2223 -0.0745 -0.2631
H 1.715 0.182 1.375 -0.5649 -0.2577 0.0760
H -0.956 -1.515 1.048 0.7963 0.9733 0.1648
H -0.483 -1.936 -1.120 -0.2964 -0.3655 0.1076
H 1.189 -1.988 -0.571 0.0158 0.0960 0.3944
H 1.018 -0.351 -2.396 0.1352 0.0218 -0.2102
```
Forces are in eV/Å.

Calculated values
Max |F|: 1.6 eV/A
SMILES: C=C[C@@H]1CNC(=O)S1
HOMO level: -9.5 eV

=====

This record from the Open Molecules 2025 dataset describes C2H5NO in the gas phase at a distorted geometry. The level of theory is ωB97M-V/def2-TZVPD.

The geometry in XYZ format:
```
9
Properties=species:S:1:pos:R:3:forces:R:3
C -1.514 -0.333 0.072 3.2306 7.6024 0.1823
N -0.598 0.787 0.089 -5.1382 -5.8592 0.9504
C 0.792 0.622 0.122 2.2795 -1.3457 -1.9962
O 1.426 -0.682 0.134 -0.5266 -0.1308 0.9113
H -2.552 0.103 0.100 1.1287 -1.0946 -0.2007
H -1.297 -1.381 0.036 0.4198 -0.3338 0.0932
H 1.384 1.062 0.942 -1.1207 0.5772 -0.1882
H 1.108 1.045 -0.861 0.0433 0.4479 0.7152
H 1.250 -1.222 -0.633 -0.3165 0.1365 -0.4673
```
Forces are in eV/Å.

Calculated values
Max |F|: 8.3 eV/A
SMILES: C=NCO
HOMO level: -10.1 eV

=====

This record from the Open Molecules 2025 dataset describes 2 unconnected molecules or ions with the total composition C5H15O2PSi at a distorted geometry. The level of theory is ωB97M-V/def2-TZVPD.

The geometry in XYZ format:
```
24
Properties=species:S:1:pos:R:3:forces:R:3
C -0.672 -1.543 1.243 2.8790 5.0648 -1.4225
C -2.368 -1.077 -1.527 1.5209 1.1551 3.9066
C -1.782 1.272 0.685 -2.7893 -2.7349 -0.5763
C 2.754 -1.191 -0.828 -2.1029 0.1459 0.9558
C 1.329 1.888 -0.350 -3.0876 -0.2878 0.5143
O 2.659 -1.248 0.487 1.5412 0.1751 1.9272
O 1.674 1.324 0.903 -0.0287 0.7815 1.5086
Si -1.085 -0.294 -0.227 -0.1806 0.0990 0.6109
P 0.627 0.560 -1.484 -0.1005 -0.2449 -0.1220
H -0.444 -2.421 0.773 1.1163 -2.5252 -0.5194
H 0.157 -0.969 1.837 -1.0471 -1.6156 -1.2636
H -1.459 -1.584 1.868 -2.9831 -0.4636 2.0273
H -1.921 -1.979 -1.781 0.5514 -1.7136 -0.9158
H -3.220 -1.230 -0.878 -0.6571 0.0717 -0.5234
H -2.370 -0.348 -2.265 -0.7389 0.9870 -1.5900
H -1.347 2.149 0.404 1.2544 2.4797 -1.1344
H -2.915 1.372 0.387 1.9652 -0.2034 1.1306
H -1.570 1.173 1.748 -0.6394 -0.1719 0.2125
H 1.966 -1.806 -1.190 0.0173 -0.6176 -1.4303
H 3.068 -0.266 -1.199 0.8992 0.9324 -1.3461
H 0.605 2.714 -0.110 0.3469 -0.6423 -0.7987
H 2.071 2.340 -0.940 1.8134 0.5249 -0.1008
H 3.209 -0.537 0.882 -0.7073 -0.5346 -0.0989
H 1.034 1.701 1.565 1.1576 -0.6618 -0.9516
```
Forces are in eV/Å.

Calculated values
Max |F|: 6.0 eV/A
HOMO level (spin up / spin down): -7.6 / -7.3 eV